(1)
13
Properties=species:S:1:pos:R:3:lowdin_charge:R:1 method="wB97M-V/def2-TZVPD" e_homo_ev=-11.2 mol_weight_g_mol=120.11 homo_lumo_gap_ev=8.75 e_lumo_ev=-2.454 energy_ev=-11205.0487 relative_energy_kj_mol=526.0
C -2.932 -0.356 -0.735 -0.1041
C -1.932 -1.329 1.417 -0.2148
C -1.906 1.173 1.028 -0.2122
C -0.071 -0.208 0.151 -0.2516
C -1.496 -0.197 0.768 -0.2368
N -3.646 -0.532 -1.582 0.0853
N -2.452 -2.328 1.668 0.2362
N -2.265 2.286 1.091 0.2132
N 0.181 0.964 -0.640 -0.0042
H 0.005 -1.129 -0.617 0.1863
H 0.600 -0.372 0.929 0.1016
H -0.043 1.836 -0.018 0.1120
H -0.554 0.820 -1.370 0.0891

***

(2)
74
Properties=species:S:1:pos:R:3:lowdin_charge:R:1 method="wB97M-V/def2-TZVPD" e_homo_ev=-14.3 mol_weight_g_mol=599.53 homo_lumo_gap_ev=9.09 total_charge=+2 e_lumo_ev=-5.164 energy_ev=-63068.4746 relative_energy_kj_mol=0.0
In -0.978 0.903 0.125 0.7218
C -3.998 3.730 2.830 0.0261
O -4.277 2.350 2.478 0.0363
C -3.421 1.751 1.700 -0.5376
O -2.423 2.280 1.202 0.0104
N -3.749 0.451 1.491 0.0744
N -2.892 -0.351 0.734 0.0660
H -4.759 3.992 3.555 0.1086
H -4.075 4.353 1.943 0.1018
H -3.005 3.804 3.265 0.1063
H -4.543 0.050 1.969 0.1831
H -3.399 -0.781 -0.034 0.1230
H -2.488 -1.089 1.316 0.1200
C -0.193 -1.015 -2.742 -0.0103
C -0.181 -1.925 -1.527 -0.5799
C 0.993 -2.886 -1.571 -0.0010
C -1.494 -2.672 -1.372 -0.0035
O -0.033 -1.017 -0.359 -0.2794
Si 0.740 -1.334 1.151 -0.0907
S 0.324 0.527 2.096 0.5194
O 2.283 -1.716 0.989 -0.1359
C 3.535 -0.998 0.780 -0.6142
C 4.514 -2.039 0.266 -0.0112
C 3.323 0.107 -0.246 -0.0227
C 3.984 -0.437 2.118 -0.0185
O -0.137 -2.569 1.708 -0.1529
C 0.147 -3.507 2.798 -0.6139
C 1.039 -4.604 2.243 -0.0133
C -1.205 -4.051 3.222 -0.0216
C 0.820 -2.760 3.940 -0.0242
H -0.318 -1.603 -3.651 0.1104
H 0.748 -0.465 -2.816 0.0965
H -1.026 -0.307 -2.692 0.0735
H 0.887 -3.528 -2.445 0.1118
H 1.022 -3.522 -0.685 0.0889
H 1.938 -2.352 -1.648 0.0804
H -1.595 -3.414 -2.163 0.1097
H -2.342 -1.988 -1.468 0.0761
H -1.532 -3.184 -0.411 0.0914
H 4.178 -2.454 -0.685 0.0847
H 4.612 -2.852 0.984 0.0962
H 5.496 -1.589 0.119 0.1000
H 2.946 -0.305 -1.184 0.0791
H 4.273 0.601 -0.452 0.1020
H 2.626 0.861 0.128 0.0652
H 4.103 -1.242 2.844 0.0951
H 3.262 0.284 2.505 0.0659
H 4.945 0.066 2.007 0.1007
H 0.544 -5.115 1.416 0.0930
H 1.255 -5.340 3.016 0.1018
H 1.983 -4.188 1.889 0.0826
H -1.705 -4.530 2.379 0.0892
H -1.838 -3.248 3.605 0.0871
H -1.083 -4.792 4.011 0.1004
H 1.790 -2.363 3.631 0.0783
H 0.992 -3.437 4.776 0.1048
H 0.193 -1.938 4.289 0.0882
O -0.144 2.780 -0.916 0.0082
C -1.176 2.798 -1.637 -0.6016
O -2.031 1.877 -1.581 0.0168
C -1.336 3.892 -2.660 -0.1487
N -0.509 5.081 -2.270 0.1062
C -0.271 5.843 -3.548 -0.0769
C -0.043 4.743 -4.583 -0.1138
C -0.743 3.480 -4.025 -0.0724
H -2.374 4.203 -2.747 0.1797
H 0.365 4.720 -1.869 0.1842
H -0.949 5.653 -1.550 0.1972
H 0.560 6.528 -3.411 0.1416
H -1.178 6.413 -3.743 0.1418
H 1.020 4.559 -4.720 0.1250
H -0.448 5.043 -5.545 0.1288
H -0.022 2.674 -3.888 0.1288
H -1.532 3.111 -4.674 0.1358

***

(3)
14
Properties=species:S:1:pos:R:3:lowdin_charge:R:1 method="wB97M-V/def2-TZVPD" e_homo_ev=-10.2 mol_weight_g_mol=123.56 homo_lumo_gap_ev=10.88 e_lumo_ev=0.688 energy_ev=-20986.8343 relative_energy_kj_mol=384.4
C 1.107 0.842 -0.905 -0.0916
C 0.491 -0.583 -0.932 -0.3651
C -0.646 -0.693 -0.108 -0.3845
C -1.083 0.185 1.050 -0.5381
H 2.224 0.807 -1.008 0.0485
H 0.976 1.881 0.038 0.1717
H 0.348 1.282 -1.897 0.1587
H 0.160 -0.994 -1.934 0.1556
H 0.895 -1.239 1.081 0.0541
H -1.565 -1.151 -0.335 0.1236
H -0.851 1.223 0.759 0.0653
N 0.470 -1.676 0.134 0.0586
F -2.497 0.056 1.547 -0.1103
Cl -0.029 0.060 2.511 0.6535

***

(4)
12
Properties=species:S:1:pos:R:3:lowdin_charge:R:1 method="wB97M-V/def2-TZVPD" e_homo_ev="-8.2 / -8.2" mol_weight_g_mol=82.10 smiles="C=C=C(O)C=C" homo_lumo_gap_ev="8.24 / 8.24" e_lumo_ev="0.024 / 0.024" energy_ev=-7325.7487 relative_energy_kj_mol=341.2
C -1.612 1.421 0.290 -0.0205
C -0.618 1.538 -0.585 -0.0373
C 0.361 0.616 -0.652 -0.3938
O 1.672 0.895 -0.683 0.0725
C 0.039 -0.811 -0.487 -0.1172
C 0.683 -1.514 0.452 0.0344
H -1.473 0.602 1.008 0.0561
H -2.535 1.988 0.346 0.0440
H 2.113 0.031 -0.675 0.1041
H -0.765 -1.244 -1.069 0.1172
H 0.516 -2.577 0.572 0.0615
H 1.380 -1.053 1.153 0.0790

***

(5)
9
Properties=species:S:1:pos:R:3:lowdin_charge:R:1 method="wB97M-V/def2-TZVPD" e_homo_ev="-10.0 / -9.2" mol_weight_g_mol=102.05 homo_lumo_gap_ev="8.70 / 7.84" e_lumo_ev="-1.346 / -1.351" energy_ev=-11118.1150 relative_energy_kj_mol=531.3
C 1.569 -0.112 -0.427 -0.4055
N 2.353 -0.249 -1.271 0.1590
N 0.032 1.129 0.628 0.0976
N 0.806 0.033 0.562 0.0178
N -1.156 -1.272 -0.124 -0.2341
O -1.225 -2.350 -0.607 0.1237
O -1.825 -0.311 -0.070 0.0806
H 0.074 1.898 0.033 0.1051
H -0.628 1.234 1.276 0.0558

***

(6)
49
Properties=species:S:1:pos:R:3:lowdin_charge:R:1 method="wB97M-V/def2-TZVPD" e_homo_ev=-10.6 mol_weight_g_mol=362.42 homo_lumo_gap_ev=6.25 total_charge=+1 e_lumo_ev=-4.374 energy_ev=-33730.1454
C 1.200 -3.389 4.907 -0.0397
N 1.256 -1.995 4.521 -0.1769
C 1.870 -1.125 5.505 -0.0427
C 0.849 -1.549 3.298 -0.1922
C 0.609 -0.163 3.080 0.0024
C 0.307 0.303 1.816 -0.0151
C 0.316 -0.551 0.675 -0.2126
C 0.136 -0.057 -0.654 0.0755
C 0.345 1.279 -1.019 -0.1122
C -0.088 1.865 -2.286 -0.1140
C -0.688 1.335 -3.417 -0.0012
C -1.020 2.204 -4.471 -0.0524
C -0.775 3.586 -4.381 -0.0563
C -0.178 4.135 -3.234 0.0038
C 0.160 3.252 -2.219 -0.1594
N 0.756 3.522 -0.980 -0.0607
C 1.109 4.843 -0.490 0.0120
C 0.911 2.364 -0.282 0.0509
C 0.487 -1.946 0.921 -0.0118
C 0.697 -2.439 2.194 0.0044
H 0.643 -3.971 4.170 0.0773
H 2.215 -3.800 5.002 0.1053
H 0.700 -3.490 5.881 0.1049
H 2.270 -0.219 5.038 0.0882
H 1.158 -0.827 6.289 0.1045
H 2.695 -1.664 5.990 0.0996
H 0.657 0.536 3.918 0.1137
H 0.070 1.357 1.689 0.1039
H -0.079 -0.760 -1.454 0.1003
H -0.883 0.264 -3.457 0.0941
H -1.479 1.796 -5.372 0.1125
H -1.049 4.240 -5.207 0.1115
H 0.018 5.199 -3.122 0.1079
H 0.931 5.572 -1.285 0.0860
H 0.501 5.114 0.385 0.1079
H 2.165 4.877 -0.194 0.1072
H 1.434 2.357 0.669 0.1404
H 0.468 -2.635 0.074 0.1194
H 0.811 -3.515 2.338 0.1056
F -2.002 -4.039 -4.201 0.1331
C -2.107 -2.852 -3.540 -0.5606
F -1.088 -2.035 -3.969 0.0966
F -3.286 -2.256 -3.921 0.1087
C -2.068 -3.002 -2.045 -0.1425
N -1.973 -1.684 -1.401 0.0175
H -2.972 -3.570 -1.777 0.1391
H -1.162 -3.575 -1.831 0.1283
H -2.735 -1.103 -1.753 0.0985
H -2.112 -1.790 -0.398 0.0894